Here is 2 unconnected molecules or ions with the total composition C28H51N2O2 at a distorted geometry from OMol25. Energies are from ωB97M-V/def2-TZVPD.

```
! RIJCOSX wB97M-V def2-TZVPD def2/J DEFGRID3
* xyz 0 2
C -4.133 1.868 1.516
C -3.666 2.588 0.116
C -4.432 1.998 -1.227
C -4.288 0.354 -1.395
C -2.914 -0.071 -2.208
C -2.218 -1.467 -1.632
C -0.565 -1.267 -1.724
C 0.259 -2.638 -1.362
C 1.699 -2.403 -0.610
C 2.531 -1.079 -1.121
C 3.925 -0.820 -0.260
C 3.578 -0.689 1.345
C 2.199 -0.025 1.899
C 1.926 0.039 3.476
N 2.742 -0.376 4.650
C 3.985 -0.979 4.094
C 4.489 -1.209 2.590
C 5.076 -1.961 -0.496
C 6.582 -1.350 -0.829
C 7.349 -0.756 0.526
C 7.491 -2.686 -1.264
N 6.629 -0.423 -2.016
O 7.837 0.127 -2.219
C 5.498 0.567 -2.068
C 6.200 2.081 -2.181
C 4.679 0.379 -3.507
C 4.526 0.622 -0.754
H -5.150 1.286 1.348
H -3.260 1.156 1.849
H -4.287 2.669 2.376
H -2.490 2.539 -0.022
H -3.942 3.735 0.171
H -5.587 2.269 -1.140
H -4.025 2.568 -2.185
H -5.224 -0.036 -2.019
H -4.298 -0.200 -0.358
H -3.125 -0.257 -3.360
H -2.091 0.770 -2.086
H -2.609 -2.358 -2.298
H -2.589 -1.605 -0.513
H -0.304 -0.441 -0.936
H -0.291 -0.838 -2.797
H -0.423 -3.251 -0.602
H 0.350 -3.343 -2.320
H 1.507 -2.398 0.545
H 2.372 -3.350 -0.878
H 1.863 -0.097 -1.000
H 2.725 -1.201 -2.272
H 1.408 0.403 1.138
H 0.869 0.509 3.785
H 4.739 -1.359 4.941
H 5.515 -1.751 2.381
H 5.084 -2.776 0.361
H 4.759 -2.554 -1.482
H 6.624 0.026 1.051
H 7.537 -1.642 1.277
H 8.391 -0.276 0.299
H 7.273 -3.486 -0.413
H 8.639 -2.392 -1.134
H 7.240 -3.075 -2.340
H 6.721 2.267 -3.213
H 5.278 2.838 -2.134
H 6.863 2.343 -1.244
H 3.666 0.974 -3.380
H 5.289 0.866 -4.388
H 4.492 -0.774 -3.631
H 3.583 1.287 -1.061
H 5.024 1.201 0.151
C -9.798 -0.042 1.208
C -8.491 0.131 1.960
O -7.883 1.403 1.761
C -8.633 2.538 2.186
C -8.924 2.545 3.678
H -9.667 0.193 0.147
H -10.164 -1.069 1.303
H -10.573 0.628 1.594
H -7.776 -0.615 1.591
H -8.621 -0.067 3.028
H -9.553 2.630 1.604
H -8.024 3.419 1.948
H -9.597 1.731 3.959
H -9.396 3.487 3.972
H -8.001 2.419 4.254
*
```

Computed properties:
**HOMO-LUMO gap (spin up / spin down)**: 8.82 / 8.75 eV
**E_HOMO (spin up / spin down)**: -8.8 / -8.9 eV

Here is a molecular structure, C28H51NSSbSiTi at a distorted geometry from OMol25. Energies are from ωB97M-V/def2-TZVPD.

```
! RIJCOSX wB97M-V def2-TZVPD def2/J DEFGRID3
* xyz 1 1
Ti 9.626 9.846 9.140
C 11.551 9.427 7.422
C 10.466 9.716 6.528
C 9.356 8.831 6.871
C 9.770 7.977 7.922
C 11.151 8.329 8.260
C 12.048 7.320 8.957
C 9.158 6.615 8.203
C 8.152 8.611 6.025
C 10.532 10.636 5.351
C 12.942 9.952 7.246
H 11.981 6.321 8.508
H 11.814 7.147 10.046
H 13.118 7.598 8.861
H 9.469 5.935 7.383
H 8.051 6.685 8.226
H 9.518 6.249 9.184
H 7.691 9.567 5.697
H 7.376 8.084 6.579
H 8.334 8.007 5.111
H 11.437 10.391 4.754
H 10.558 11.697 5.598
H 9.687 10.466 4.615
H 13.679 9.306 7.737
H 13.126 10.986 7.561
H 13.184 9.949 6.166
C 7.733 14.775 6.706
Si 7.964 15.379 8.440
C 9.074 16.889 8.328
C 6.422 15.906 9.300
C 8.778 14.019 9.485
C 9.226 14.535 10.715
C 9.866 13.728 11.669
C 10.078 12.382 11.386
N 9.793 11.892 10.165
C 9.011 12.641 9.322
S 8.312 11.584 8.137
H 7.422 15.602 6.024
H 6.920 14.025 6.620
H 8.662 14.375 6.316
H 8.785 17.510 7.435
H 10.151 16.591 8.239
H 8.992 17.511 9.263
H 5.823 16.551 8.659
H 6.683 16.478 10.206
H 5.838 15.029 9.596
H 8.971 15.561 10.960
H 10.300 14.144 12.582
H 10.604 11.747 12.077
C 6.468 7.941 10.110
C 7.310 8.797 11.092
C 6.614 10.170 11.224
C 8.781 8.914 10.749
H 5.442 7.897 10.503
H 6.788 6.885 10.032
H 6.481 8.341 9.080
H 7.163 8.318 12.076
H 6.490 10.704 10.265
H 7.090 10.850 11.938
H 5.592 10.045 11.642
H 9.381 8.005 10.671
H 9.277 9.571 11.470
C 16.253 10.038 11.151
C 15.094 9.625 10.261
Sb 13.024 10.247 10.868
C 13.597 11.937 12.171
C 13.632 11.567 13.656
C 12.376 8.712 12.362
C 13.495 7.786 12.805
H 17.181 9.461 10.909
H 16.049 9.856 12.208
H 16.476 11.133 11.046
H 15.001 8.543 10.126
H 15.149 10.112 9.275
H 12.857 12.731 11.911
H 14.595 12.228 11.819
H 12.650 11.359 14.154
H 14.081 12.409 14.248
H 14.254 10.674 13.836
H 11.515 8.229 11.867
H 11.970 9.320 13.169
H 13.905 7.201 11.962
H 13.080 7.013 13.505
H 14.348 8.245 13.325
*
```

Computed properties:
**HOMO-LUMO gap**: 7.13 eV
**E_HOMO**: -10.7 eV
**Energy relative to the best compared isomer or geometry (same formula, charge and spin)**: 1.311 eV

Here is 3 unconnected molecules or ions with the total composition C28H52FIN5O3 at a distorted geometry from OMol25. Energies are from ωB97M-V/def2-TZVPD.

```
! RIJCOSX wB97M-V def2-TZVPD def2/J DEFGRID3
* xyz 1 1
C 6.708 -2.240 2.522
C 5.616 -1.029 2.544
N 5.260 -0.716 1.126
C 5.828 0.667 0.815
C 5.949 0.928 -0.765
C 7.452 1.448 -1.081
N 7.589 2.405 -1.962
C 4.799 1.685 1.560
C 5.379 3.165 1.189
C 5.240 4.209 2.389
F 5.983 5.392 1.979
O 3.475 1.644 1.020
C 2.844 0.321 1.140
I 2.242 0.256 3.278
O 1.735 0.455 0.250
C 0.683 -0.508 0.405
C -0.794 0.131 0.701
C -1.195 -0.234 2.209
C -1.800 -0.407 -0.420
C -3.355 -0.239 -0.092
C -3.761 1.158 0.592
C -3.950 -1.536 0.699
C 3.829 -0.870 0.717
C 3.336 -2.352 1.080
C 2.664 -3.067 -0.225
C 1.336 -3.890 0.108
N 0.813 -4.219 1.446
O 0.649 -4.269 -0.876
H 7.465 -2.137 1.676
H 7.171 -2.308 3.562
H 6.184 -3.255 2.352
H 6.149 -0.178 3.105
H 4.779 -1.386 3.217
H 5.813 -1.364 0.523
H 6.892 0.769 1.247
H 5.885 -0.112 -1.268
H 5.175 1.653 -1.171
H 8.375 0.985 -0.599
H 6.661 2.680 -2.324
H 4.883 1.622 2.695
H 6.461 3.131 0.834
H 4.738 3.558 0.317
H 4.150 4.506 2.558
H 5.759 3.813 3.321
H 0.821 -1.336 1.168
H 0.559 -1.042 -0.613
H -0.658 1.270 0.664
H -0.747 0.597 2.875
H -0.777 -1.223 2.595
H -2.310 -0.232 2.426
H -1.581 -1.504 -0.706
H -1.582 0.197 -1.377
H -3.899 -0.259 -1.110
H -2.993 1.987 0.457
H -4.752 1.482 0.099
H -4.027 0.957 1.693
H -4.155 -1.323 1.799
H -4.880 -1.961 0.173
H -3.145 -2.363 0.641
H 3.841 -0.841 -0.440
H 4.196 -3.066 1.371
H 2.585 -2.414 1.931
H 2.353 -2.267 -0.995
H 3.410 -3.738 -0.777
H 1.633 -4.496 2.021
H 0.387 -3.376 1.884
C -8.401 -3.212 -0.511
C -9.416 -2.359 -1.263
C -8.763 -1.370 -2.231
C -7.872 -0.428 -1.475
N -7.174 0.311 -0.882
H -7.748 -2.601 0.118
H -8.912 -3.921 0.145
H -7.776 -3.782 -1.206
H -10.030 -1.816 -0.537
H -10.087 -3.016 -1.824
H -9.529 -0.793 -2.754
H -8.168 -1.901 -2.980
C -4.870 4.085 -2.563
C -3.935 3.999 -3.765
C -4.150 2.733 -4.597
C -3.893 1.518 -3.754
N -3.691 0.566 -3.092
H -4.702 3.263 -1.862
H -4.702 5.016 -2.017
H -5.917 4.060 -2.878
H -2.900 4.040 -3.413
H -4.093 4.875 -4.402
H -3.469 2.723 -5.452
H -5.173 2.693 -4.979
*
```

Computed properties:
**HOMO-LUMO gap**: 8.78 eV
**E_HOMO**: -11.7 eV